Record 1
ORCA calculation (ωB97M-V/def2-TZVPD) on a gas-phase ion, C4H8NO (charge +1) at a distorted geometry.

Last column: natural (NBO) charge in e.
Positions of all 14 atoms, in Å:
O 0.8621 0.3068 -0.3509  -0.36
N -1.4477 0.6480 0.0494  -0.56
C -0.0689 0.7780 0.5835  -0.13
C 3.3372 -0.3517 -0.1343  -0.50
C 2.0785 0.0429 -0.2733  0.59
C -2.1442 -0.6282 -0.1973  -0.45
H -2.0803 1.3867 0.5336  0.47
H -2.2591 -1.3158 0.6382  0.24
H 4.0678 0.4753 -0.1203  0.28
H -1.2593 1.0477 -0.9610  0.45
H -1.5296 -1.2098 -0.9329  0.23
H 0.0983 0.6349 1.7140  0.22
H -3.2091 -0.4727 -0.5659  0.25
H 3.5541 -1.3421 0.0172  0.27

Cartesian forces (eV/Å) of the 6 atoms listed first:
1.52 -0.58 0.06
0.59 2.69 -2.12
0.12 0.32 2.53
-2.62 4.05 -0.50
-0.54 -0.54 0.68
-1.09 -1.96 -1.01

E_tot = -286.7361 a.u.
ΔE to the lowest compared entry with this formula, charge and spin = 5.617 eV
spin multiplicity = 1
highest occupied orbital energy (spin up / spin down) = -12.05 / -12.05 eV
E_LUMO (spin up / spin down) = -4.07 / -4.07 eV
net charge = +1

=====

Record 2
ORCA calculation (ωB97M-V/def2-TZVPD) on a gas-phase ion, C4H8NO (charge +1) at a distorted geometry.

Last column: natural (NBO) charge in e.
Positions of all 14 atoms, in Å:
O -0.5130 -2.2451 -0.6239  -0.47
N -0.1598 1.1542 0.8997  -0.40
C 0.7272 -0.1902 -1.0927  -0.63
C -1.0009 0.1274 1.5451  -0.45
C 0.1443 -1.6749 -1.4050  0.47
C 0.6220 1.1190 -0.0865  0.30
H 1.7387 -0.4604 -1.1099  0.26
H -1.1505 -0.8315 1.0449  0.28
H 1.1934 2.1049 -0.3214  0.26
H 0.4387 -2.0737 -2.3952  0.18
H 0.7090 0.3051 -2.1435  0.27
H -0.3204 2.0283 1.3602  0.43
H -0.4402 0.1076 2.4990  0.24
H -1.9883 0.5293 1.8292  0.25

Cartesian forces (eV/Å) of the 6 atoms listed first:
-1.02 -1.44 0.79
-1.54 -0.23 -0.14
-0.12 2.48 -2.33
0.18 0.34 1.44
-0.09 2.59 1.03
0.37 -1.74 -2.56

E_tot = -286.8657 a.u.
ΔE to the lowest compared entry with this formula, charge and spin = 2.088 eV
spin multiplicity = 1
highest occupied orbital energy = -14.43 eV
E_LUMO = -4.67 eV
net charge = +1

=====

Record 3
ORCA calculation (ωB97M-V/def2-TZVPD) on a gas-phase ion, C4H8NO (charge +1) at a distorted geometry.

Last column: natural (NBO) charge in e.
Positions of all 14 atoms, in Å:
O 0.4952 1.2041 1.5469  -0.59
N -0.4032 0.2590 -0.2739  -0.32
C 1.2644 -1.0176 0.9094  -0.72
C -0.8632 -0.3210 -1.5239  -0.21
C 0.4825 0.2020 0.6545  0.72
C -1.3206 1.0211 -1.0604  -0.20
H -1.0024 2.0321 -1.2967  0.26
H 0.9499 0.8633 2.3340  0.51
H -2.2867 1.0613 -0.4535  0.24
H -0.2878 -0.1122 -2.3918  0.24
H 0.8773 -1.2743 1.8263  0.26
H 1.2538 -1.8259 0.2203  0.27
H -1.4855 -1.1810 -1.6570  0.26
H 2.3261 -0.9111 1.1659  0.28

Cartesian forces (eV/Å) of the 6 atoms listed first:
0.12 -1.29 -0.93
1.08 -0.90 -0.69
1.75 0.83 -0.41
0.30 1.76 -0.95
-0.63 0.64 -0.03
-3.04 0.84 3.53

E_tot = -286.8841 a.u.
ΔE to the lowest compared entry with this formula, charge and spin = 1.588 eV
spin multiplicity = 1
highest occupied orbital energy = -16.13 eV
E_LUMO = -3.87 eV
net charge = +1

=====

Record 4
ORCA calculation (ωB97M-V/def2-TZVPD) on a gas-phase ion, C4H8NO (charge +1) at a distorted geometry.

Last column: natural (NBO) charge in e.
Positions of all 14 atoms, in Å:
O -0.7296 -1.1839 1.0655  -0.42
N 0.5117 1.5611 -1.3065  -0.40
C -0.0799 0.5606 -0.3870  -0.21
C 0.2762 2.8132 -1.8937  0.03
C -0.5352 -2.3530 1.8529  -0.26
C 0.1799 -0.7884 0.2522  0.32
H -0.6442 3.3272 -1.6907  0.23
H -1.0402 0.9237 -0.0345  0.22
H 1.4306 1.2233 -1.6028  0.42
H 0.0781 -2.1059 2.7257  0.21
H 1.0687 -1.3714 0.0482  0.20
H 1.0634 3.2049 -2.5012  0.23
H -0.0512 -3.1511 1.2895  0.20
H -1.5283 -2.6601 2.1824  0.23

Cartesian forces (eV/Å) of the 6 atoms listed first:
-0.32 0.54 -0.33
1.07 0.83 -1.06
-1.29 -0.83 1.25
-0.23 -5.19 3.17
0.18 -0.73 0.77
0.55 5.18 -3.27

E_tot = -286.8254 a.u.
ΔE to the lowest compared entry with this formula, charge and spin = 3.185 eV
spin multiplicity = 1
highest occupied orbital energy = -12.97 eV
E_LUMO = -5.48 eV
net charge = +1